Record 1
The following is a DFT calculation (the ωB97M-V functional and the def2-TZVPD basis) of a molecular structure, C44H53N5O4P2Ti.

## Properties
- HOMO (spin up / spin down): -5.82 / -5.91 eV
- Strongest force on any atom: 2.5 eV/A
- Calculated total energy: -3815.3475 a.u.

```
109
Properties=species:S:1:pos:R:3:forces:R:3:mulliken_charge:R:1
Ti 0.137614 0.234412 -0.664362 0.11 -1.00 -1.42 -0.29
C -4.437496 0.444400 1.778208 0.04 0.04 0.02 -1.32
C -3.916754 -0.934834 2.198346 -0.16 0.03 -0.08 0.74
C -5.088234 -1.905727 2.324827 -0.04 0.03 0.01 -1.56
P -2.473007 -1.375424 1.098526 -0.18 0.08 0.06 1.09
C -2.227435 -3.204915 1.246697 0.10 -0.17 -0.01 1.31
C -3.227004 -4.243271 0.732638 0.03 -0.05 -0.03 -1.67
C -1.854771 -3.467791 2.712077 0.02 0.00 0.01 -1.76
C -3.145242 -1.054430 -0.594560 -0.03 0.12 0.00 -0.36
C -4.125602 -1.808019 -1.242331 0.00 -0.09 0.05 -0.38
C -4.568592 -1.519367 -2.528124 -0.05 0.02 0.04 0.31
C -5.681145 -2.315357 -3.161255 0.08 0.00 0.00 -1.77
C -3.982276 -0.447980 -3.195875 0.05 0.08 -0.03 -1.13
C -3.037722 0.349238 -2.570542 0.02 -0.10 -0.14 0.02
C -2.643260 0.083285 -1.259710 -0.01 0.04 0.44 -0.75
N -1.738278 0.931951 -0.562939 -0.14 0.43 0.09 1.36
C -2.029059 2.279740 -0.393322 0.08 -0.34 0.28 0.13
C -3.207066 2.901901 -0.833106 -0.11 0.05 0.00 -0.34
C -3.450521 4.237871 -0.570424 -0.04 -0.04 -0.02 -1.18
C -2.568516 5.029621 0.161686 -0.02 0.03 -0.02 0.47
C -2.836379 6.490476 0.415982 0.01 -0.04 0.00 -1.67
C -1.417783 4.411400 0.623018 0.06 0.00 0.04 -0.38
C -1.127338 3.077568 0.350255 0.06 0.00 -0.11 -1.06
P 0.367763 2.249309 0.951437 -0.44 0.47 -0.20 1.82
C 1.806997 3.379347 0.642842 0.16 -0.03 0.03 1.02
C 2.110274 4.401386 1.739843 0.04 0.00 0.01 -1.50
C 1.694462 4.073428 -0.718485 -0.05 -0.01 -0.03 -1.78
C 0.168152 2.190529 2.776021 0.07 -0.38 0.16 0.38
C 1.263224 1.299694 3.371274 0.04 0.05 0.01 -1.51
C -1.215795 1.670713 3.161083 0.00 0.02 0.01 -1.73
H -5.049027 0.879885 2.572532 -0.02 -0.02 -0.02 0.51
H -5.057674 0.358752 0.882738 0.01 0.00 0.00 0.35
H -3.632731 1.145370 1.548700 0.01 -0.02 0.02 -0.10
H -3.452025 -0.828118 3.184838 0.01 -0.03 0.02 0.63
H -5.564307 -2.078862 1.356508 0.02 0.00 0.01 0.18
H -5.848114 -1.479660 2.987841 0.01 0.01 -0.02 0.46
H -4.796787 -2.868114 2.742732 0.01 0.02 -0.01 0.32
H -1.310398 -3.352802 0.667920 0.00 0.03 0.06 -0.49
H -4.226781 -4.141297 1.153920 0.03 0.01 -0.01 0.18
H -2.860723 -5.239946 0.996307 -0.01 0.02 0.01 0.49
H -3.304975 -4.216942 -0.353502 0.01 0.00 0.03 0.43
H -2.708335 -3.346961 3.383344 -0.01 -0.01 -0.02 0.30
H -1.068347 -2.786965 3.046574 -0.01 0.00 -0.01 0.31
H -1.482021 -4.487759 2.828021 -0.02 0.01 -0.01 0.50
H -4.578987 -2.644204 -0.726350 0.03 0.03 -0.02 0.37
H -5.800850 -3.283639 -2.675499 0.01 0.00 0.00 0.38
H -5.494790 -2.487280 -4.222038 0.02 0.00 0.01 0.41
H -6.632795 -1.785668 -3.080633 0.01 0.02 0.01 0.30
H -4.282847 -0.223867 -4.213949 0.02 0.01 0.02 0.44
H -2.592936 1.190795 -3.089385 -0.03 0.01 0.01 0.72
H -3.948807 2.329268 -1.371911 0.02 0.01 -0.01 0.47
H -4.368582 4.679802 -0.944323 0.00 -0.02 0.03 0.37
H -3.905421 6.704868 0.401075 0.01 -0.02 0.01 0.39
H -2.367394 7.121121 -0.343097 0.00 -0.02 -0.01 0.29
H -2.445288 6.801231 1.385961 0.00 0.00 0.00 0.37
H -0.724419 4.992687 1.222134 0.01 0.00 -0.02 0.25
H 2.660238 2.692992 0.596994 0.00 -0.02 0.01 0.20
H 1.283373 5.094599 1.896060 -0.01 0.00 -0.01 0.19
H 2.975138 4.995731 1.434978 -0.02 -0.01 0.00 0.50
H 2.352833 3.940551 2.697408 -0.01 -0.01 0.00 0.37
H 1.014808 4.924786 -0.656381 0.01 -0.01 0.00 0.38
H 1.317252 3.420564 -1.505047 0.04 -0.02 0.01 0.32
H 2.677821 4.444942 -1.016588 -0.03 0.02 0.01 0.46
H 0.282206 3.212077 3.144291 0.00 0.03 -0.03 0.93
H 1.117263 0.265089 3.049718 -0.01 0.00 0.01 0.11
H 1.221376 1.316147 4.462351 -0.01 0.01 -0.01 0.55
H 2.268516 1.609563 3.071910 -0.02 -0.01 -0.01 0.32
H -1.401603 0.690162 2.715214 0.01 -0.01 0.01 0.05
H -2.004978 2.346195 2.832085 0.01 0.01 -0.01 0.27
H -1.279147 1.571823 4.247932 0.01 0.01 -0.02 0.61
C 4.593547 0.607342 -1.036448 -0.10 -0.03 -0.01 -1.58
C 3.220769 0.711824 -1.196705 0.09 0.18 -0.18 -0.29
N 2.355858 0.087462 -0.395162 0.01 0.29 0.12 1.72
C 2.845284 -0.649757 0.609123 -0.08 -0.18 -0.13 -0.54
C 4.199827 -0.846360 0.822681 -0.12 -0.30 0.23 -0.51
C 5.086996 -0.184768 -0.018120 0.21 0.09 -0.04 0.00
C 4.630908 -1.706442 1.950912 -0.10 0.33 -0.10 -0.68
C 5.637987 -2.571314 1.956534 0.20 -0.27 -0.22 -0.54
C 6.425531 -3.038820 0.785083 -0.11 0.18 0.38 0.19
C 5.836876 -3.340617 -0.434682 -0.14 0.02 -0.07 -0.27
C 6.668850 -3.801150 -1.434445 0.09 -0.03 -0.07 -0.23
N 7.981410 -3.958652 -1.261435 -0.04 0.02 0.09 -0.60
C 8.437356 -3.665785 -0.048164 -0.12 0.04 0.06 -0.13
N 7.729804 -3.225179 0.991002 0.19 -0.03 -0.19 -0.58
H 5.251780 1.146482 -1.703112 0.00 -0.02 0.00 0.54
H 2.798639 1.330272 -1.978252 -0.01 -0.02 -0.02 0.51
H 2.116181 -1.144522 1.239909 -0.01 0.01 -0.01 0.59
H 6.154581 -0.276050 0.140028 -0.01 -0.03 0.00 0.58
H 4.070169 -1.579177 2.871532 0.06 0.08 0.02 0.47
H 5.927261 -3.027932 2.895951 -0.04 -0.07 -0.02 0.37
H 4.771662 -3.237251 -0.589541 -0.01 0.01 0.00 0.48
H 6.273099 -4.060033 -2.410466 0.01 0.00 0.00 0.46
H 9.499219 -3.803988 0.117959 0.02 0.00 0.00 0.42
O 1.022187 -3.767251 -0.454415 0.02 0.07 0.13 -0.71
C 0.802116 -2.666637 -0.899429 0.00 -0.02 -0.39 0.53
O 0.239593 -1.674976 -0.217077 -0.26 0.13 0.40 -0.30
C 1.186794 -2.202060 -2.278453 0.65 -0.99 -0.04 0.01
C 2.274751 -2.654775 -2.994360 -0.79 -0.29 0.89 -0.61
C 2.722403 -1.901463 -4.092880 0.02 1.11 -0.77 -0.69
C 2.206030 -0.646036 -4.370449 0.75 -0.93 -0.55 -0.84
C 1.149595 -0.183794 -3.577971 -0.80 2.38 -0.09 0.03
C 0.545535 -1.036977 -2.671090 -0.31 1.02 2.01 0.52
N 0.840083 1.161240 -3.422104 0.90 -1.71 0.58 0.85
O 0.311688 1.463742 -2.197572 0.30 -0.57 -0.61 -0.23
O 1.153879 2.073093 -4.200391 -0.13 0.42 -0.11 -0.83
H 2.786098 -3.557724 -2.685649 0.04 0.05 0.06 0.54
H 3.551919 -2.267049 -4.685183 0.02 0.04 0.02 0.38
H 2.640163 -0.001588 -5.122063 -0.04 -0.06 -0.06 0.53
H -0.475387 -0.839432 -2.306245 -0.15 -0.18 -0.52 -0.17
```
Forces are in eV/Å.

---

Record 2
The following is a DFT calculation (the ωB97M-V functional and the def2-TZVPD basis) of a molecular structure, C44H53NO14P3STeZr.

## Properties
- Net charge: -1
- HOMO: -2.73 eV
- Energy relative to the best compared isomer or geometry (same formula, charge and spin): 1.5473 eV
- Strongest force on any atom: 5.5 eV/A
- Calculated total energy: -4554.2744 a.u.

```
118
Properties=species:S:1:pos:R:3:forces:R:3:mulliken_charge:R:1
Zr -2.114590 -13.698824 16.471225 -0.25 2.83 1.13 0.96
O -2.565685 -16.919990 16.358544 1.29 0.06 -2.22 -0.27
C -1.888433 -16.514467 15.401083 0.04 0.43 2.06 0.40
O -1.398737 -15.255886 15.381826 -0.42 -1.24 -0.05 -0.66
C -1.457766 -17.388086 14.249187 -0.73 -1.64 0.82 0.15
C -1.037274 -18.731745 14.572804 -0.45 1.04 -1.19 -0.99
C -0.847404 -19.639463 13.520810 0.00 1.19 0.17 -0.63
C -0.979061 -19.218183 12.195895 -0.91 1.83 -0.13 -0.84
C -1.502081 -17.928876 11.893805 0.51 -1.46 1.81 -0.69
C -1.793680 -17.031422 12.943142 0.55 -1.54 -0.78 0.35
P -2.662558 -15.505752 12.591640 -1.07 2.00 0.06 1.60
C -4.162446 -15.911018 11.612866 -0.54 -1.78 -0.70 0.40
C -4.937218 -17.076168 11.852892 0.14 0.51 0.80 -0.83
C -6.156254 -17.273217 11.219754 0.65 0.49 -0.72 -0.46
C -6.562692 -16.399529 10.197669 -0.09 -1.82 0.31 -0.69
C -5.755705 -15.346215 9.844569 -0.60 0.54 0.19 -0.80
C -4.595748 -15.097967 10.555702 0.76 0.59 0.85 -0.27
C -1.579635 -14.871267 11.270567 0.01 -0.98 -0.61 1.05
C -1.674075 -15.312335 9.925288 0.33 0.88 1.53 -0.48
C -0.641893 -15.032829 9.070799 0.20 -0.98 -0.70 -0.93
C 0.544456 -14.482169 9.508972 0.42 0.95 0.00 -0.80
C 0.596314 -13.991035 10.824067 0.74 0.20 -0.35 -0.33
C -0.448575 -14.188698 11.713085 -0.59 -0.38 -0.98 -0.87
H -0.929724 -19.025478 15.617267 -0.06 0.14 -0.32 0.48
H -0.634477 -20.671977 13.695675 0.36 -0.41 0.31 0.42
H -0.741209 -19.861375 11.372910 -0.03 -0.46 -0.19 0.44
H -1.781238 -17.664852 10.896708 0.14 0.04 -0.49 0.45
H -4.619894 -17.810842 12.605241 -0.03 0.39 -0.23 0.34
H -6.735908 -18.152503 11.435361 -0.18 -0.20 0.10 0.49
H -7.411254 -16.744706 9.601132 0.00 0.69 0.20 0.35
H -6.146280 -14.663861 9.099817 0.48 0.07 -0.23 0.37
H -3.949671 -14.249619 10.337977 -0.47 0.04 -0.20 0.23
H -2.515314 -15.877079 9.577374 -0.30 -0.07 -0.08 0.55
H -0.731404 -15.414619 8.063570 0.15 0.11 -0.24 0.38
H 1.369006 -14.387279 8.764107 -0.58 0.14 0.98 0.31
H 1.455746 -13.424106 11.174239 0.06 -0.23 -0.13 0.34
H -0.440200 -13.855743 12.732280 0.30 0.30 0.28 0.22
O -1.263027 -9.981347 17.084447 1.98 -2.93 2.17 -0.52
S -1.318518 -11.260145 17.852024 1.84 4.93 1.53 1.08
O -0.987423 -10.993708 19.249260 -0.34 -1.26 -0.87 -0.69
O -2.624339 -11.883841 17.636840 -3.70 -1.96 -0.16 -0.51
O -0.501957 -12.384739 17.260537 1.11 -1.68 -1.80 -0.65
C -3.405037 -11.449513 10.091215 -0.05 0.16 0.31 -0.62
C -3.672218 -10.816680 11.461971 0.39 0.60 2.48 -0.25
O -2.949695 -11.520560 12.574737 -0.12 -0.73 -1.29 0.36
P -2.231369 -11.279648 13.974999 0.75 3.23 -0.92 0.22
O -2.530573 -12.506155 14.789103 -0.12 -3.25 1.91 0.03
Te -2.786765 -9.358799 15.266138 -1.38 0.25 -3.16 -0.49
O -0.661924 -11.541094 13.533603 -0.94 0.03 -0.23 -0.22
C 0.511831 -10.897997 14.063232 -1.69 0.38 0.32 -0.25
C 1.494790 -11.921218 14.476454 0.25 -1.54 -0.22 -0.79
H -4.306769 -11.932953 9.687356 0.23 0.29 0.06 0.24
H -2.638022 -12.220435 10.156771 0.12 0.05 0.13 -0.05
H -3.041981 -10.666019 9.407273 -0.24 -0.40 0.08 0.38
H -4.726304 -10.889060 11.826465 0.74 0.23 -0.71 0.07
H -3.326554 -9.748556 11.521764 -0.50 -0.97 -0.13 0.33
H 0.187649 -10.270343 14.906693 0.29 -0.02 -0.15 0.28
H 0.870035 -10.291421 13.257143 0.45 0.63 -0.33 0.31
H 1.019973 -12.659271 15.145269 0.26 0.39 -0.10 0.02
H 2.295038 -11.435514 15.003182 0.52 0.11 0.33 0.42
H 1.923489 -12.491285 13.619796 -0.28 0.44 0.41 0.15
C -4.982008 -21.593066 19.825985 0.62 -0.13 1.29 -1.65
C -5.646903 -20.256033 19.870217 0.08 0.75 0.24 1.25
C -7.002834 -20.149282 20.269226 1.29 -0.98 -0.77 -0.97
C -7.651727 -18.953053 20.122442 -1.20 0.19 0.24 -0.72
C -6.965255 -17.808191 19.768382 -0.10 -0.22 -0.03 -0.41
C -5.618171 -17.866792 19.502422 0.29 -0.68 1.27 -0.80
N -4.916277 -16.661177 19.394371 0.87 1.41 -1.03 1.14
C -4.223717 -16.016781 20.410423 -0.04 -0.56 -0.10 0.54
C -4.537216 -16.296943 21.756086 -0.47 -0.57 -0.19 -0.59
C -3.947763 -15.574232 22.783697 -0.14 -0.49 0.40 -0.55
C -2.945808 -14.667853 22.490652 0.38 0.51 -0.99 -0.79
C -2.508997 -14.502300 21.169312 0.74 0.10 0.00 -0.42
C -3.137161 -15.129116 20.111791 -0.78 -1.45 0.30 -0.39
C -2.633513 -14.947317 18.733461 -1.67 1.68 -0.63 1.64
O -3.539066 -14.857692 17.757246 1.78 0.37 0.61 0.34
O -1.458069 -14.588615 18.494052 -0.39 -0.62 -0.51 -0.69
C -4.915555 -19.100765 19.549053 -1.31 0.97 -0.60 0.71
C -3.484384 -19.079392 19.140854 1.62 -0.17 0.89 -0.87
H -5.745541 -22.367300 19.980429 0.56 -0.06 -0.21 0.35
H -4.186858 -21.663500 20.613100 -0.84 -0.10 -0.19 0.34
H -4.379297 -21.727135 18.939503 -0.37 -0.25 -0.63 0.38
H -7.467725 -21.088105 20.593950 -0.21 0.57 -0.18 0.33
H -8.728578 -18.860657 20.271923 0.25 -0.20 0.25 0.39
H -7.471116 -16.859344 19.765616 -0.05 0.26 -0.13 0.62
H -4.775632 -16.242330 18.476552 0.06 -0.28 0.20 -0.54
H -5.254939 -17.120424 21.982293 0.51 0.93 -0.25 0.28
H -4.264501 -15.789358 23.824676 0.31 0.31 -0.75 0.35
H -2.469505 -14.029381 23.199102 0.15 0.01 0.77 0.44
H -1.597577 -13.933006 20.907394 -0.76 0.00 0.41 0.39
H -2.844516 -18.424935 19.803826 -0.93 -0.13 -0.75 0.25
H -3.287490 -18.788616 18.082111 -0.25 -0.25 0.77 0.00
H -3.050529 -20.053015 19.392156 0.05 -0.04 -0.65 0.47
C -7.889863 -12.335962 18.180142 -0.72 -0.33 0.63 -1.46
C -6.636154 -12.521399 17.415656 0.95 0.96 -1.84 0.23
O -6.807126 -13.622282 16.475829 0.83 0.15 -0.56 -0.28
P -5.599814 -13.738487 15.294711 0.26 0.72 0.73 -0.55
O -5.877806 -15.253528 14.782706 -0.91 -0.64 0.63 0.16
C -6.595533 -16.267072 15.607699 0.79 1.34 -0.05 0.26
C -7.414417 -17.104618 14.695669 -0.84 -1.54 -0.16 -1.28
O -6.149551 -12.771973 14.087661 -1.28 -0.78 0.73 0.08
C -7.586469 -12.889009 13.680381 1.31 -0.33 0.09 -0.01
C -8.279456 -11.556379 13.809109 -0.18 0.79 0.63 -1.19
H -7.725960 -11.460211 18.795527 -0.25 0.27 0.27 0.45
H -8.074964 -13.186031 18.850603 -0.05 0.13 -0.15 0.26
H -8.784755 -12.180807 17.551802 0.50 -0.05 0.13 0.28
H -5.752337 -12.688443 18.069691 -0.52 0.00 -0.44 0.02
H -6.454970 -11.569161 16.803396 0.06 -1.18 0.82 0.29
H -7.220130 -15.706729 16.298848 0.00 -0.19 0.08 0.31
H -5.847551 -16.840119 16.194123 -0.30 0.24 -0.49 -0.12
H -8.102142 -16.526875 14.041572 0.49 -0.24 0.50 0.26
H -8.014847 -17.825971 15.317559 0.32 0.73 -0.48 0.38
H -6.786776 -17.753969 14.071927 -0.09 0.35 -0.05 0.22
H -8.063598 -13.682378 14.297126 0.20 0.50 -0.59 0.17
H -7.481225 -13.175320 12.633292 -0.44 -0.27 0.06 0.28
H -8.427919 -11.301789 14.890357 0.36 0.00 -0.88 0.20
H -9.294493 -11.573354 13.375256 0.39 -0.23 0.00 0.39
H -7.709067 -10.750291 13.286626 -0.35 -0.61 0.58 0.23
```
Forces are in eV/Å.